Entry from the Open Molecules 2025 dataset: a structure of composition C18H39FInN2O3S2 in a non-equilibrium geometry (the ωB97M-V functional and the def2-TZVPD basis).

As for the net charge: -1. Its largest force on an atom is 1.3 eV/A. For the total energy, the calculation gives -2130.8479 Ha. The calculation puts the gap between HOMO and LUMO at 7.3 eV.

Last column: Mulliken charge in e.
CARTESIAN COORDINATES (ANGSTROEM)
C: 7.254 -0.116 -0.054  -1.674
C: 5.903 0.156 0.633  0.738
C: 6.009 1.434 1.482  -1.550
C: 4.723 0.217 -0.352  1.336
C: 5.031 1.038 -1.597  -1.748
C: 4.247 -1.187 -0.689  -0.865
O: 2.924 -1.165 -1.165  -0.763
In: 2.088 -3.077 -0.948  1.151
F: 2.979 -4.382 -2.248  -0.761
C: -0.123 -3.039 -1.116  -1.192
C: -0.708 -1.973 -2.075  -0.894
C: -1.890 -1.245 -1.508  -0.109
S: -3.320 -2.358 -1.323  -0.196
C: -4.691 -1.293 -1.744  0.164
S: -5.575 -1.642 -3.073  -0.257
N: -4.872 -0.242 -0.873  0.200
C: -5.084 -0.645 0.525  -0.608
C: -6.543 -0.730 0.947  -0.738
O: -7.315 0.373 0.527  -0.423
C: -7.251 0.489 -0.888  -0.390
C: -5.825 0.780 -1.293  -1.021
H: 7.124 -0.642 -0.989  0.370
H: 7.787 0.815 -0.218  0.350
H: 7.881 -0.703 0.611  0.385
H: 5.716 -0.655 1.331  0.462
H: 6.428 1.213 2.458  0.388
H: 6.629 2.181 0.992  0.342
H: 5.023 1.877 1.599  0.363
H: 3.908 0.719 0.167  -0.434
H: 4.145 1.023 -2.225  0.473
H: 5.205 2.073 -1.301  0.410
H: 5.884 0.663 -2.147  0.301
H: 4.929 -1.700 -1.382  0.111
H: 4.276 -1.760 0.247  0.303
H: 2.559 -3.631 0.691  -0.390
H: -0.415 -4.015 -1.496  0.479
H: -0.542 -2.979 -0.114  0.429
H: -0.976 -2.465 -3.005  0.345
H: 0.064 -1.251 -2.322  0.453
H: -1.642 -0.766 -0.567  -0.120
H: -2.184 -0.449 -2.190  0.540
H: -4.590 -1.578 0.747  0.619
H: -4.603 0.100 1.161  0.100
H: -6.556 -0.696 2.031  0.375
H: -7.004 -1.673 0.645  0.362
H: -7.865 1.337 -1.165  0.358
H: -7.627 -0.422 -1.349  0.311
H: -5.550 1.693 -0.761  0.305
H: -5.742 1.015 -2.343  0.597
C: -0.333 3.361 1.531  -1.533
C: -1.514 2.398 1.473  0.404
C: -1.340 1.153 2.359  -0.679
O: -0.496 0.162 1.815  -0.310
C: 0.891 0.335 2.047  -0.466
N: -1.765 2.039 0.078  -0.676
H: 0.533 2.980 0.990  0.278
H: -0.604 4.313 1.073  0.382
H: -0.035 3.557 2.563  0.357
H: -2.391 2.936 1.848  0.443
H: -2.319 0.672 2.456  0.175
H: -1.017 1.427 3.373  0.507
H: 1.082 0.762 3.037  0.355
H: 1.348 0.963 1.279  0.062
H: 1.358 -0.647 1.994  0.206
H: -2.604 1.465 0.021  0.212
H: -1.022 1.406 -0.210  0.298

---

Entry from the Open Molecules 2025 dataset: a structure of composition C18H39GeN3O3RuS2 (the ωB97M-V functional and the def2-TZVPD basis).

The energy relative to the best compared isomer or geometry (same formula, charge and spin) is 43.0 kJ/mol. As for the multiplicity: 6. As for the net charge: +3. Its largest force on an atom is 0.7 eV/A. For the total energy, the calculation gives -4066.3281 Ha. The calculation puts the gap between HOMO and LUMO (alpha / beta) at 8.0 / 5.7 eV.

Last column: Mulliken spin population.
CARTESIAN COORDINATES (ANGSTROEM)
Ru: -0.130 -1.037 -0.152  2.581
C: 2.260 -3.209 -2.874  -0.006
C: 3.022 -2.502 -1.781  0.031
C: 3.922 -1.304 -2.353  0.223
C: 4.073 -3.449 -1.054  0.174
O: 2.196 -1.977 -0.839  0.609
Ge: 2.663 -1.161 0.975  -0.025
O: 1.370 0.221 0.256  0.167
C: 1.707 1.638 -0.090  0.003
C: 0.752 2.515 0.693  -0.002
C: 3.142 1.850 0.365  0.010
C: 1.588 1.875 -1.581  -0.007
O: 0.927 -1.811 1.365  0.039
C: 0.483 -2.347 2.718  -0.044
C: 1.585 -1.983 3.697  -0.001
C: -0.809 -1.649 3.073  0.042
C: 0.315 -3.842 2.590  0.001
H: 2.930 -3.491 -3.685  -0.001
H: 1.482 -2.565 -3.287  0.000
H: 1.803 -4.120 -2.484  0.005
H: 4.673 -1.776 -2.985  0.006
H: 4.409 -0.745 -1.557  0.003
H: 3.272 -0.659 -2.939  0.008
H: 4.673 -3.894 -1.846  0.004
H: 3.523 -4.221 -0.518  -0.004
H: 4.720 -2.898 -0.376  0.003
H: 0.931 2.439 1.767  -0.002
H: -0.285 2.221 0.499  0.016
H: 0.874 3.557 0.399  0.003
H: 3.265 1.602 1.421  -0.001
H: 3.415 2.898 0.245  -0.002
H: 3.844 1.261 -0.231  -0.002
H: 0.543 1.948 -1.901  0.007
H: 2.064 1.078 -2.154  -0.002
H: 2.065 2.817 -1.847  0.005
H: 1.745 -0.902 3.740  -0.001
H: 2.529 -2.479 3.451  0.001
H: 1.306 -2.315 4.696  0.000
H: -0.685 -0.562 3.050  -0.003
H: -1.104 -1.924 4.085  0.002
H: -1.626 -1.945 2.411  -0.003
H: 1.255 -4.325 2.315  0.000
H: -0.440 -4.098 1.845  -0.002
H: -0.008 -4.253 3.546  0.002
C: -4.134 4.334 -2.324  0.002
C: -3.093 3.932 -1.295  -0.001
N: -2.450 2.622 -1.636  0.022
C: -2.534 1.458 -1.031  -0.006
S: -1.352 0.258 -1.697  0.671
N: -3.371 1.058 -0.115  0.022
C: -4.668 1.684 0.302  -0.003
C: -4.579 2.335 1.671  0.004
H: -4.514 5.323 -2.073  0.001
H: -4.974 3.640 -2.353  -0.001
H: -3.699 4.388 -3.323  0.000
H: -3.501 3.863 -0.293  -0.001
H: -2.277 4.651 -1.262  0.001
H: -1.884 2.650 -2.475  -0.002
H: -3.228 0.120 0.255  0.002
H: -5.378 0.859 0.315  0.000
H: -4.987 2.370 -0.476  0.000
H: -4.391 1.592 2.445  0.000
H: -5.530 2.816 1.896  0.000
H: -3.795 3.092 1.721  0.000
S: -0.811 -3.146 -1.017  0.272
C: -2.131 -2.487 -0.230  -0.075
N: -2.958 -1.886 0.329  0.251

---

Entry from the Open Molecules 2025 dataset: a cluster of 6 separate species, C18H39IN10O8PS2 in total in a non-equilibrium geometry (the ωB97M-V functional and the def2-TZVPD basis).

As for the net charge: +1. Its largest force on an atom is 7.1 eV/A. For the total energy, the calculation gives -3293.7972 Ha. The calculation puts the gap between HOMO and LUMO at 5.6 eV.

Last column: Mulliken charge in e.
CARTESIAN COORDINATES (ANGSTROEM)
O: 3.499 3.963 4.790  -0.440
N: 2.568 4.588 4.037  0.599
C: 2.971 5.483 3.014  -0.161
N: 1.718 5.926 2.486  -0.438
C: 0.629 5.303 3.196  0.525
N: -0.693 5.455 3.000  0.623
N: -1.016 6.386 1.971  -0.737
C: -1.134 7.578 2.500  0.460
S: -1.819 8.822 3.324  -0.037
P: -2.071 4.716 3.775  0.082
O: -2.214 5.196 5.414  -0.374
O: -2.110 3.011 3.611  -0.388
S: -3.717 5.349 2.919  -0.281
N: 1.201 4.474 4.181  -0.355
I: 0.622 3.250 5.708  0.457
H: 3.644 3.054 4.413  0.385
H: 4.017 5.775 2.724  0.368
H: -2.305 4.378 5.943  0.311
H: -2.988 2.797 4.006  0.355
C: 3.395 0.178 0.293  -1.222
C: 3.453 1.371 1.204  0.823
O: 4.086 1.364 2.259  -0.665
N: 2.774 2.491 0.833  0.006
C: 1.979 2.703 -0.360  -0.826
H: 3.982 -0.632 0.723  0.360
H: 2.371 -0.160 0.186  0.368
H: 3.815 0.429 -0.682  0.365
H: 2.855 3.245 1.497  0.029
H: 2.403 3.545 -0.913  0.298
H: 0.961 2.957 -0.057  0.261
H: 1.957 1.824 -1.000  0.308
C: 1.067 -3.821 -1.246  -1.279
C: 2.030 -2.702 -1.521  0.813
O: 1.960 -1.617 -0.939  -0.678
N: 3.003 -2.910 -2.443  -0.100
C: 3.252 -4.102 -3.228  -0.917
H: 0.350 -3.504 -0.488  0.388
H: 0.518 -4.076 -2.156  0.351
H: 1.601 -4.696 -0.870  0.338
H: 3.610 -2.115 -2.573  0.224
H: 4.263 -4.453 -3.012  0.290
H: 3.186 -3.839 -4.285  0.295
H: 2.539 -4.894 -3.008  0.355
C: 0.936 -8.852 -0.239  -1.456
C: 1.666 -7.548 -0.417  0.838
O: 1.081 -6.508 -0.700  -0.577
N: 3.016 -7.546 -0.255  -0.118
C: 3.883 -8.659 0.076  -0.891
H: -0.129 -8.692 -0.400  0.292
H: 1.289 -9.584 -0.968  0.375
H: 1.080 -9.229 0.775  0.380
H: 3.434 -6.637 -0.390  0.182
H: 4.408 -8.423 1.004  0.291
H: 4.616 -8.776 -0.726  0.293
H: 3.332 -9.587 0.198  0.353
C: -6.530 4.468 -0.666  -1.039
C: -6.703 2.987 -0.877  0.718
O: -7.784 2.494 -1.156  -0.638
N: -5.606 2.190 -0.747  -0.135
C: -4.249 2.576 -0.423  -0.641
H: -7.489 4.964 -0.804  0.290
H: -6.180 4.666 0.349  0.212
H: -5.824 4.872 -1.394  0.333
H: -5.802 1.212 -0.902  0.208
H: -3.597 2.260 -1.241  0.153
H: -3.952 2.055 0.490  0.230
H: -4.151 3.649 -0.276  0.308
C: -2.517 -1.031 -4.704  -1.396
C: -1.456 -1.691 -3.864  1.046
O: -0.802 -2.641 -4.271  -0.631
N: -1.231 -1.200 -2.615  0.010
C: -1.889 -0.096 -1.953  -1.014
H: -2.576 -1.534 -5.668  0.310
H: -3.489 -1.110 -4.213  0.346
H: -2.265 0.017 -4.876  0.345
H: -0.505 -1.695 -2.116  -0.028
H: -1.134 0.650 -1.692  0.254
H: -2.350 -0.468 -1.034  0.281
H: -2.651 0.364 -2.578  0.377

---

Entry from the Open Molecules 2025 dataset: a cluster of 10 separate species, C18H40O18 in total in a non-equilibrium geometry (the ωB97M-V functional and the def2-TZVPD basis).

The energy relative to the best compared isomer or geometry (same formula, charge and spin) is 196.7 kJ/mol. Its SMILES is C[C@H]1COC(=O)O1.C[C@H]1COC(=O)O1.C[C@H]1COC(=O)O1.C[C@H]1COC(=O)O1.CO.CO.O.O.O.O. Its largest force on an atom is 6.6 eV/A. For the total energy, the calculation gives -2064.1354 Ha. The calculation puts the gap between HOMO and LUMO at 8.8 eV.

Last column: Mulliken charge in e.
CARTESIAN COORDINATES (ANGSTROEM)
O: -1.575 4.519 -1.213  -0.618
H: -1.471 3.836 -1.876  0.265
H: -1.148 5.287 -1.591  0.258
O: -4.670 2.246 -0.147  -0.619
H: -5.278 1.969 -0.832  0.274
H: -3.818 1.921 -0.437  0.367
O: -1.699 2.889 -3.484  -0.595
H: -1.631 3.222 -4.379  0.229
H: -2.638 2.764 -3.345  0.279
O: -2.728 4.008 1.031  -0.536
H: -2.198 4.304 0.291  0.370
H: -2.090 3.709 1.679  0.263
C: 4.351 -1.070 -3.435  -1.536
C: 2.855 -1.239 -2.993  0.376
C: 2.660 -1.441 -1.509  0.034
O: 1.973 -0.333 -1.011  0.002
C: 1.702 0.478 -2.114  0.360
O: 1.091 1.541 -2.027  -0.514
O: 2.141 -0.079 -3.271  -0.322
H: 4.957 -0.418 -2.806  0.343
H: 4.404 -0.848 -4.500  0.379
H: 4.709 -2.093 -3.314  0.409
H: 2.438 -2.080 -3.547  0.258
H: 3.636 -1.570 -1.041  0.365
H: 2.113 -2.371 -1.354  -0.243
C: 1.502 -3.914 3.756  -1.429
C: 0.770 -2.617 3.977  0.536
C: 1.199 -1.483 3.044  -0.386
O: -0.050 -1.163 2.445  -0.011
C: -1.001 -2.051 2.851  0.442
O: -2.230 -1.994 2.526  -0.605
O: -0.593 -2.906 3.788  -0.315
H: 2.574 -3.733 3.842  0.412
H: 1.353 -4.449 2.819  0.243
H: 1.194 -4.583 4.560  0.388
H: 0.922 -2.254 4.993  0.245
H: 1.941 -1.777 2.302  0.137
H: 1.611 -0.627 3.578  0.370
C: 0.038 -4.192 -0.573  -1.343
C: -0.166 -3.713 -2.040  0.581
C: -1.063 -4.589 -2.939  -0.385
O: -1.887 -3.610 -3.496  -0.416
C: -1.777 -2.372 -2.906  0.494
O: -2.367 -1.330 -3.183  -0.561
O: -0.846 -2.458 -1.987  -0.003
H: 0.649 -3.484 -0.014  0.147
H: 0.406 -5.215 -0.646  0.418
H: -0.906 -4.245 -0.030  0.463
H: 0.774 -3.515 -2.555  -0.007
H: -1.627 -5.364 -2.420  0.277
H: -0.387 -5.081 -3.639  0.323
C: 2.642 2.959 2.724  -1.540
C: 2.054 2.678 1.275  1.141
C: 0.951 3.562 0.846  0.246
O: 1.335 4.159 -0.371  -0.265
C: 2.678 4.044 -0.456  0.656
O: 3.411 4.617 -1.256  -0.616
O: 3.140 3.132 0.460  -0.422
H: 3.013 3.972 2.877  0.391
H: 3.466 2.254 2.843  0.366
H: 1.889 2.732 3.478  0.379
H: 1.820 1.649 1.003  -0.149
H: 0.714 4.334 1.579  0.372
H: 0.007 3.035 0.711  -0.538
C: -4.088 0.790 2.672  -0.210
O: -4.340 2.186 3.015  -0.501
H: -3.049 0.585 2.413  -0.174
H: -4.318 0.100 3.484  0.416
H: -4.718 0.567 1.811  0.182
H: -4.812 2.117 3.849  0.295
C: -1.631 0.403 -0.413  -0.186
O: -2.096 1.709 -0.760  -0.103
H: -2.391 -0.149 0.140  0.316
H: -1.545 -0.161 -1.341  0.183
H: -0.678 0.329 0.111  -0.150
H: -1.571 1.962 -1.522  0.051